(1)
Molecular formula: C46H38As2N4OPd
Method: DFT, ωB97M-V with the def2-TZVPD basis set

The value obtained for the orbital gap is 5.7 eV. Its net charge is +2. The calculation puts the calculated total energy at -181473.1335 eV.

XYZ file:
```
92
Properties=species:S:1:pos:R:3:forces:R:3
Pd 0.8121 0.1213 0.7600 0.196 -0.078 -1.017
As 1.7400 1.6577 2.2294 -0.025 0.060 0.457
As -1.0549 0.3388 2.2109 0.124 -0.218 0.321
O 7.0969 -0.4869 -10.4851 0.049 0.003 -0.049
N 4.7712 -0.5232 -4.5271 0.040 -0.001 -0.029
N 2.6257 -0.4090 -0.1348 0.042 0.068 0.209
N 0.2576 -0.0750 -1.3895 0.062 -0.065 0.208
N 2.8812 -0.0220 -5.5842 0.048 0.041 -0.029
C 4.9811 -0.9194 -1.5058 0.040 -0.038 0.061
C -0.9085 0.1294 -1.9756 -0.102 -0.058 0.141
C 3.7609 -0.3953 -3.6271 -0.077 0.043 -0.071
C 4.9946 -0.0188 -9.3790 0.056 -0.012 -0.007
C -4.8904 1.5810 1.1720 0.009 -0.005 -0.016
C 0.0786 0.2710 -4.1442 0.023 0.020 -0.008
C 6.2708 -0.7039 -7.0004 -0.033 0.020 -0.031
C 4.2232 -0.2907 -5.7042 -0.048 0.004 0.038
C -3.5317 1.5539 1.4428 0.033 0.045 -0.054
C 1.5617 4.5058 2.3119 0.004 0.060 -0.017
C 3.7155 -0.7931 0.5145 -0.061 0.067 -0.171
C 4.9133 -1.0735 -0.1431 0.048 -0.011 -0.024
C -5.6284 0.4056 1.2203 -0.011 0.004 -0.003
C -0.0028 -3.5772 3.2656 -0.017 0.006 0.010
C 4.4484 2.4303 1.6937 -0.010 -0.030 -0.044
C 3.6333 1.6386 2.4955 -0.060 0.110 0.250
C 4.9245 -0.3167 -6.9788 0.019 -0.006 -0.064
C 1.2271 5.7681 1.8477 -0.014 -0.005 -0.009
C -0.7458 -1.2856 3.2119 -0.211 0.027 0.010
C 4.3064 0.0229 -8.1784 0.039 -0.012 0.035
C -0.3128 -3.6445 4.6164 0.004 -0.003 -0.025
C 2.6451 -0.3360 -1.4874 -0.151 -0.087 -0.026
C -0.2209 -2.4006 2.5628 0.024 -0.033 -0.078
C -1.0384 0.3185 -3.3545 -0.043 -0.023 0.001
C 6.3716 1.6013 2.8771 0.012 -0.006 -0.004
C 6.5189 -0.1454 -11.7391 -0.003 -0.001 -0.023
C -0.8502 -2.5398 5.2629 0.010 -0.025 0.014
C -3.6537 -0.8341 1.8132 0.029 -0.055 -0.009
C 1.3353 0.0480 -3.5548 -0.033 -0.033 0.110
C 3.8267 -0.5501 -2.2095 -0.168 0.052 0.012
C 5.8221 2.4052 1.8881 -0.006 -0.003 -0.026
C 0.6291 5.9131 0.6019 0.004 -0.002 -0.011
C 5.5540 0.8134 3.6776 0.013 -0.014 -0.015
C 1.3833 -0.0968 -2.1521 0.026 0.002 -0.163
C 0.7709 1.6194 3.9303 0.034 0.100 -0.130
C -2.9196 0.3460 1.7708 0.066 0.206 -0.058
C -5.0123 -0.7970 1.5350 -0.004 -0.016 -0.015
C 0.3693 4.7999 -0.1838 -0.004 0.011 -0.006
C 1.2876 3.3880 1.5259 0.187 -0.015 0.086
C 4.1812 0.8273 3.4865 -0.030 0.011 0.073
C 6.9659 -0.7495 -8.1832 -0.048 0.016 -0.016
C -0.6997 1.7414 3.5423 -0.032 -0.114 -0.097
C -1.0708 -1.3633 4.5634 -0.018 0.044 0.022
C 2.5681 -0.0810 -4.2508 0.062 -0.064 0.069
C 0.6996 3.5319 0.2758 -0.068 -0.018 -0.040
C 6.3346 -0.4084 -9.3865 -0.021 -0.011 0.086
H 8.0045 -1.0484 -8.2105 0.006 0.001 -0.024
H -2.0192 0.4757 -3.7793 -0.006 0.008 0.006
H -0.0892 4.9183 -1.1564 0.001 -0.002 -0.005
H 4.0219 3.0662 0.9266 -0.009 0.008 0.019
H 5.6891 -0.8125 -11.9809 -0.003 0.008 0.002
H 5.7709 -1.3878 0.4342 0.003 0.002 -0.004
H -1.1063 -2.5968 6.3122 0.000 0.004 0.004
H 0.4935 2.6628 -0.3400 0.013 0.009 0.019
H 6.7582 -0.9684 -6.0728 -0.009 -0.003 0.016
H 1.1223 2.4400 4.5557 -0.091 0.020 0.000
H 1.4345 6.6387 2.4549 0.007 -0.001 0.005
H -5.3728 2.5170 0.9260 -0.004 0.006 0.005
H 6.4625 3.0217 1.2719 0.001 0.004 -0.001
H 7.4422 1.5941 3.0309 0.005 0.000 0.002
H 0.9739 0.6753 4.4365 0.047 0.016 -0.015
H -1.5075 -0.5187 5.0830 0.004 0.005 -0.017
H -0.9053 2.7093 3.0828 -0.042 -0.022 0.004
H -0.0001 -2.3762 1.4989 0.007 0.044 0.036
H 5.9859 0.1956 4.4532 -0.008 -0.003 0.003
H 3.5484 0.2113 4.1173 -0.003 0.022 -0.014
H 5.8962 -1.0989 -2.0545 0.004 0.014 -0.016
H 6.1791 0.8922 -11.7427 -0.004 -0.004 -0.001
H 3.6429 -0.8604 1.5882 0.021 -0.031 0.030
H -3.1812 -1.7750 2.0679 0.008 0.023 0.027
H -2.9594 2.4746 1.3983 0.000 -0.009 0.024
H 2.0429 4.4071 3.2787 -0.002 -0.033 -0.006
H -0.1468 -4.5623 5.1636 0.003 -0.005 0.005
H -1.3840 1.6115 4.3798 0.060 -0.018 0.030
H 3.2703 0.3391 -8.2126 -0.017 -0.003 0.035
H 2.2637 0.1886 -6.3483 -0.008 -0.026 0.001
H 7.3082 -0.2696 -12.4733 -0.008 0.000 0.006
H 0.3709 6.8994 0.2408 -0.003 0.004 0.002
H -6.6897 0.4286 1.0137 -0.007 -0.002 -0.002
H 4.4854 0.2525 -10.2912 0.017 -0.004 -0.011
H -0.0097 0.3948 -5.2157 0.007 -0.004 -0.008
H 0.3981 -4.4418 2.7543 0.005 -0.007 0.005
H -5.5910 -1.7099 1.5707 -0.002 -0.004 0.005
H -1.7809 0.1264 -1.3336 -0.001 0.023 0.002
```
Forces are in eV/Å.

***

(2)
Molecular formula: C46H39BClGaNO12P2S
Method: DFT, ωB97M-V with the def2-TZVPD basis set

The value obtained for the orbital gap is 5.2 eV. Its net charge is -1. The calculation puts the calculated total energy at -169392.9468 eV.

XYZ file:
```
104
Properties=species:S:1:pos:R:3:forces:R:3
Ga 1.8793 0.4332 -0.6468 -0.339 0.284 0.123
Cl 3.5169 3.2609 -0.2217 -0.030 0.051 0.012
S 5.1654 0.3610 -2.3624 -0.078 -0.135 -0.099
P 0.6978 -1.6160 -0.1522 -0.380 -0.013 -0.072
P 3.3178 -0.2966 -2.4141 0.208 -0.019 0.122
O 1.3062 -2.2859 1.2118 0.181 0.073 0.013
O 3.3090 -1.9326 -2.5600 0.118 0.037 0.065
O 0.7503 2.7944 -2.2841 0.383 -0.311 -0.019
O -6.9418 -4.2335 -3.9625 -0.008 -0.014 0.012
O -0.7701 2.0434 -0.6652 0.271 0.723 0.252
O -7.2052 -3.8261 6.1290 -0.021 -0.013 0.000
O 10.0447 2.0695 0.0698 0.016 -0.016 -0.012
O -3.1852 -1.7375 -1.0446 -0.106 0.020 -0.018
O 9.8151 6.5326 -2.9068 0.012 -0.002 -0.021
O -0.8016 -1.3454 0.4905 0.358 0.003 -0.008
O 2.5829 0.0683 -3.8200 -0.121 -0.046 0.020
O -7.7375 0.0001 2.3999 -0.024 -0.074 -0.012
N 0.5195 -2.6613 -1.3162 0.066 -0.201 -0.036
C 2.9201 0.8193 1.0400 0.220 -0.143 -0.172
C -2.4438 -4.0970 -2.3592 0.182 0.110 0.091
C -4.0287 -2.3197 -1.6915 -0.077 -0.085 -0.101
C -7.9483 0.7647 5.0766 -0.008 0.017 0.033
C -8.0568 1.0837 6.4192 0.000 -0.001 -0.026
C -5.7507 -0.6511 -1.0464 -0.016 0.025 0.006
C 10.7121 4.3119 -0.2056 -0.005 -0.030 0.000
C -5.4267 -1.7961 -1.7643 0.050 0.012 0.032
C -7.6420 -0.8732 3.2368 0.051 -0.028 -0.026
C -2.1382 -5.2742 -3.0224 -0.058 -0.011 -0.005
C -7.0401 -0.1490 -1.0923 0.000 0.080 0.003
C 8.4586 4.2692 -3.8610 -0.022 -0.020 -0.010
C 12.1299 5.4379 1.3740 -0.009 -0.017 -0.004
C 3.7846 2.0725 1.1419 -0.034 -0.143 0.400
C 12.0969 6.5850 0.5872 -0.009 0.002 -0.017
C -3.1181 -5.9383 -3.7520 -0.006 0.009 0.004
C -7.1632 -3.9544 1.1334 0.001 0.016 -0.003
C 9.1831 4.2656 -2.6748 0.003 0.007 -0.019
C -4.4014 -5.4201 -3.8321 0.027 0.000 -0.005
C 10.6691 5.4645 -0.9874 -0.015 0.014 -0.021
C 7.8925 1.9535 -3.5288 0.070 0.012 -0.001
C -3.7291 -3.5774 -2.4318 0.018 0.058 0.076
C -7.0570 -4.6113 3.4445 0.006 -0.001 -0.022
C -4.7125 -4.2345 -3.1765 -0.040 -0.016 -0.017
C -7.6911 -1.9211 -2.5832 -0.015 -0.002 0.043
C -7.4317 -2.3018 2.8580 -0.014 0.059 -0.008
C -7.3784 -2.6394 1.5107 0.000 -0.046 0.005
C 9.8764 5.5103 -2.2548 0.010 -0.016 0.042
C 11.3665 6.5994 -0.5882 0.012 0.014 0.030
C 8.6039 1.9462 -2.3396 -0.020 -0.016 -0.027
C -8.0097 -0.7817 -1.8631 0.015 -0.027 -0.008
C -7.3496 -2.9709 5.2816 0.005 0.030 -0.010
C 7.8159 3.1176 -4.2835 0.019 0.022 -0.005
C 9.9975 3.0640 -0.6215 0.004 0.043 0.000
C 11.4404 4.3048 0.9788 0.019 0.021 0.018
C -7.2773 -3.2936 3.8291 0.000 -0.013 0.013
C 9.2499 3.0978 -1.9071 -0.003 -0.009 0.017
C -6.9983 -4.9395 2.1006 0.001 -0.006 0.010
C -7.6106 -1.5502 5.6596 0.008 -0.016 0.017
C -6.4006 -2.4377 -2.5307 -0.016 -0.028 -0.016
C -6.0916 -3.6872 -3.2895 0.015 0.025 0.019
C -7.7244 -1.2248 7.0064 0.005 0.031 0.021
C -0.8786 1.9378 0.7473 -0.081 -0.362 0.015
C -7.9499 0.0877 7.3840 0.002 -0.024 0.004
C 5.2725 1.7853 1.2327 0.017 0.024 -0.063
C -7.7308 -0.5534 4.6916 -0.018 -0.001 -0.013
B 0.4716 1.9028 -1.2608 -0.101 -0.229 -0.174
H 5.6293 1.3312 0.3071 -0.023 -0.008 0.027
H -6.9316 -5.3621 4.2127 -0.006 0.013 0.007
H 12.6415 7.4685 0.8950 -0.006 -0.002 0.005
H -2.8788 -6.8618 -4.2641 -0.002 0.005 -0.005
H 2.1953 0.8154 1.8594 -0.050 -0.028 -0.075
H 8.6560 1.0537 -1.7309 -0.016 0.016 0.016
H -0.7012 0.9143 1.0871 0.007 0.046 -0.019
H -7.5011 -1.8622 0.7715 -0.005 0.017 -0.005
H -8.2254 2.1103 6.7174 0.000 -0.004 0.001
H 12.6964 5.4303 2.2965 0.000 0.002 -0.004
H 0.7625 3.7041 -1.9759 -0.396 0.120 -0.100
H 2.9279 -0.4854 -4.5326 0.079 0.065 -0.019
H -1.6803 -3.5653 -1.7966 0.081 -0.052 -0.041
H -9.0185 -0.3899 -1.8903 0.008 0.011 -0.012
H -6.8228 -5.9651 1.8031 0.002 0.005 -0.001
H 8.4077 5.1847 -4.4348 0.009 0.001 0.009
H 7.2427 3.1248 -5.2014 -0.004 0.000 0.007
H 0.5913 -2.5728 1.7905 -0.066 -0.060 -0.012
H 7.3802 1.0589 -3.8535 -0.030 0.016 0.021
H 0.9307 -2.3500 -2.1884 -0.072 0.033 0.001
H 11.4519 3.4006 1.5722 -0.004 -0.004 -0.014
H -1.1317 -5.6676 -2.9653 0.000 0.007 0.003
H 2.9439 -2.3742 -1.7794 -0.108 -0.024 -0.053
H 3.5559 -0.0580 1.1929 0.004 0.050 0.067
H 11.3207 7.4808 -1.2135 -0.014 -0.007 -0.003
H -8.4295 -2.4326 -3.1859 0.012 -0.008 0.000
H 3.4853 2.6442 2.0211 -0.003 0.081 -0.096
H -8.0290 1.5223 4.3090 -0.002 -0.013 -0.006
H -5.1753 -5.9177 -4.4009 -0.002 0.014 -0.001
H 5.4421 1.0855 2.0554 -0.001 0.020 -0.025
H -0.1782 2.6102 1.2503 -0.036 0.017 -0.022
H -7.2976 0.7250 -0.5087 0.008 0.001 -0.006
H -7.6306 -2.0140 7.7400 0.009 -0.004 -0.012
H -1.4586 -1.4673 -0.2117 -0.112 -0.006 0.024
H 5.8408 2.6961 1.4317 -0.011 -0.013 -0.074
H -8.0400 0.3389 8.4329 0.007 0.003 -0.003
H -7.1202 -4.2108 0.0822 0.003 0.002 0.005
H -1.8947 2.2236 1.0226 0.024 -0.006 -0.013
H -4.9836 -0.1791 -0.4470 0.011 0.009 -0.026
```
Forces are in eV/Å.

***

no.,maximum force (Eh/bohr)
1,0.0202
2,0.0158